The following is a quantum chemistry calculation of a molecular structure, C48H48N3O4P2PbSSeSi, from the OMol25 dataset.

```
109
Properties=species:S:1:pos:R:3:forces:R:3:mulliken_charge:R:1
Pb -0.26910 0.49124 0.17382 -0.38 0.14 0.09 2.64
N 1.62481 0.51132 1.82573 0.05 0.02 0.07 -0.27
C 1.17544 1.23248 3.03068 -0.04 0.01 -0.07 -0.50
C 0.34511 2.46873 2.68587 0.01 -0.03 -0.01 0.20
O 0.30339 3.39950 3.48336 -0.02 -0.04 -0.03 -0.74
N -0.33315 2.37903 1.52973 0.01 0.03 -0.21 0.96
C -1.27012 3.45871 1.29645 0.03 -0.04 0.07 -1.06
C -2.30490 3.02618 0.28919 -0.06 0.04 0.03 0.31
O -3.43907 3.68901 0.36220 0.05 -0.01 -0.07 -0.38
O -2.10910 2.11424 -0.49966 0.07 0.04 0.00 -0.38
H 2.00837 -0.39849 2.07056 -0.03 0.02 -0.04 0.15
H 2.36819 1.05041 1.38497 0.02 -0.06 0.01 -0.07
H 2.00197 1.53814 3.67063 0.02 0.04 0.00 0.41
H 0.52873 0.56763 3.61010 0.04 -0.02 0.02 0.11
H -0.79069 4.36879 0.91083 0.00 0.01 0.02 0.23
H -1.76773 3.75779 2.22035 -0.03 0.01 0.00 0.50
O 2.17901 -1.13718 -2.41036 -0.05 -0.01 -0.11 -0.03
C 2.14117 -2.50564 -2.62955 0.03 -0.01 0.10 -0.50
C 2.46825 -3.08411 -3.84912 -0.05 -0.01 -0.04 -0.55
C 2.40641 -4.46233 -3.98184 0.00 0.01 -0.01 -0.68
C 1.99607 -5.26264 -2.92303 -0.02 -0.02 0.02 -1.01
C 1.58675 -4.66999 -1.74078 0.02 -0.04 -0.08 -0.11
C 1.64715 -3.28808 -1.58152 0.11 0.34 0.04 0.21
P 0.87651 -2.41048 -0.17428 0.06 -0.53 0.08 1.34
C -0.76328 -3.22903 -0.19241 0.06 0.02 0.00 0.65
C -1.62767 -2.80172 -1.20309 -0.03 0.01 0.06 -0.54
C -2.87017 -3.39222 -1.36674 0.02 -0.04 -0.01 -0.69
C -3.27409 -4.40307 -0.50390 0.00 0.03 -0.01 -0.56
C -2.42876 -4.82227 0.51282 0.03 0.01 0.02 -0.70
C -1.17316 -4.24466 0.66593 -0.05 0.01 -0.03 -0.24
C 1.68384 -3.02815 1.33509 0.08 0.14 -0.03 0.19
C 1.05498 -2.76985 2.55945 0.04 0.01 -0.02 -0.53
C 1.70927 -3.02360 3.75572 0.00 0.03 -0.04 -0.67
C 3.01190 -3.51056 3.74457 -0.01 0.00 0.01 -0.77
C 3.64860 -3.75079 2.53630 0.00 0.01 -0.01 -0.68
C 2.99074 -3.50955 1.33476 -0.04 -0.08 0.05 -1.12
C 3.20576 -0.32992 -2.83684 0.02 0.01 0.08 0.52
C 4.38059 -0.80588 -3.41147 0.01 -0.01 0.02 -0.78
C 5.34052 0.08676 -3.85900 0.01 -0.01 0.03 -0.80
C 5.15839 1.45481 -3.72253 0.01 0.05 -0.01 -0.98
C 4.02733 1.91830 -3.07686 0.01 -0.04 -0.03 0.10
C 3.04764 1.04238 -2.60988 -0.16 -0.11 0.10 0.00
P 1.67291 1.73377 -1.60923 0.46 0.23 -0.22 1.26
C 0.75908 2.77499 -2.78467 -0.05 -0.03 0.06 0.79
C -0.32928 2.17344 -3.41606 0.00 0.05 0.04 -0.59
C -1.04735 2.86172 -4.38205 0.00 0.00 0.00 -0.49
C -0.69446 4.16370 -4.70738 0.00 -0.02 0.01 -0.73
C 0.37502 4.77574 -4.06703 0.02 0.00 0.02 -0.73
C 1.10698 4.08372 -3.11317 -0.01 -0.01 -0.05 -0.29
C 2.57403 2.84283 -0.47498 -0.08 -0.02 0.07 0.61
C 1.94418 3.96934 0.05587 0.02 -0.06 -0.04 -0.85
C 2.51536 4.66913 1.10896 -0.04 -0.02 -0.03 -0.89
C 3.72471 4.25115 1.64570 0.02 0.01 -0.01 -0.87
C 4.36851 3.14025 1.11755 -0.04 -0.04 0.04 -0.53
C 3.79302 2.43007 0.07133 0.01 0.09 -0.06 -1.09
H 2.74832 -2.46931 -4.69266 0.04 0.02 0.03 0.68
H 2.67428 -4.91342 -4.92882 -0.01 0.01 0.02 0.42
H 1.96212 -6.33828 -3.03580 -0.01 0.03 0.01 0.47
H 1.19651 -5.28171 -0.93522 0.00 0.03 -0.01 0.47
H -1.31341 -2.00714 -1.87484 -0.02 -0.02 -0.02 0.21
H -3.52385 -3.07222 -2.16869 0.01 0.02 0.03 0.42
H -4.24718 -4.86209 -0.62475 0.02 0.00 0.00 0.41
H -2.74168 -5.61174 1.18529 0.02 0.01 -0.01 0.46
H -0.51511 -4.59537 1.45100 0.00 -0.01 0.00 0.42
H 0.04704 -2.36151 2.56462 0.00 -0.04 0.04 0.52
H 1.21075 -2.83417 4.69874 0.00 0.00 -0.02 0.49
H 3.52813 -3.69530 4.67780 -0.01 -0.01 -0.02 0.41
H 4.66479 -4.12467 2.52788 -0.03 0.00 -0.02 0.44
H 3.49481 -3.70031 0.39454 0.00 0.00 0.02 0.42
H 4.55838 -1.86598 -3.50000 -0.02 -0.01 -0.03 0.65
H 6.24302 -0.29838 -4.31623 -0.01 0.00 0.01 0.41
H 5.90210 2.14976 -4.08831 -0.01 -0.01 0.01 0.45
H 3.90737 2.98120 -2.90615 0.00 0.00 -0.02 0.37
H -0.61608 1.16117 -3.14735 -0.01 0.02 -0.03 0.26
H -1.88362 2.38490 -4.87694 0.01 0.00 0.01 0.44
H -1.25333 4.70435 -5.46020 0.00 0.00 0.02 0.42
H 0.64302 5.79510 -4.31339 0.01 -0.02 -0.01 0.46
H 1.94403 4.56781 -2.62552 0.00 -0.01 0.00 0.32
H 0.99466 4.29104 -0.35433 0.01 0.01 0.04 0.67
H 2.00299 5.52574 1.52749 0.01 -0.01 -0.02 0.40
H 4.16145 4.78839 2.47737 0.00 0.00 -0.02 0.40
H 5.31597 2.81584 1.52907 -0.01 0.00 -0.02 0.45
H 4.30108 1.56087 -0.33030 0.01 0.00 0.01 0.36
S -4.43844 -0.75532 0.77560 -0.02 0.01 -0.15 -0.22
C -4.60416 0.64127 -0.29532 0.00 0.04 0.10 -0.07
N -4.97107 1.83713 0.28083 0.12 0.05 -0.03 -0.15
C -4.67451 3.08562 -0.31414 0.03 -0.20 0.02 -0.26
C -4.56914 2.97233 -1.78948 0.10 0.09 0.02 -0.98
C -4.47344 1.77829 -2.38833 -0.03 -0.11 -0.03 -0.17
C -4.40171 0.55770 -1.62231 -0.04 0.02 -0.09 -0.47
H -5.11674 1.83623 1.27859 -0.05 -0.02 0.00 0.28
H -5.39445 3.83575 -0.00399 0.00 0.07 0.06 0.36
H -4.53177 3.90017 -2.34459 -0.13 -0.04 -0.04 0.44
H -4.39570 1.72169 -3.46802 -0.02 0.02 0.04 0.45
H -4.16275 -0.38998 -2.08157 0.08 0.04 0.03 0.48
C -2.97237 -2.83173 3.88864 -0.03 -0.12 0.08 -0.55
Si -3.55193 -1.07802 4.08342 0.03 0.14 -0.25 0.23
C -5.39607 -0.96970 4.20667 -0.09 0.01 0.06 -1.06
C -2.68533 -0.15517 5.43978 0.10 0.04 0.06 -1.10
Se -2.88749 0.08675 2.15020 -0.18 -0.11 0.31 0.01
H -3.48310 -3.47475 4.61256 0.05 0.00 -0.04 0.48
H -1.89709 -2.92130 4.06060 -0.02 0.00 -0.05 0.11
H -3.19331 -3.20499 2.88576 0.01 -0.01 0.04 0.00
H -5.72403 -1.51859 5.09530 -0.01 0.03 -0.04 0.39
H -5.88602 -1.40614 3.33611 -0.01 0.00 0.02 0.37
H -5.72547 0.06612 4.30619 -0.01 -0.02 -0.01 0.31
H -3.04292 -0.50690 6.41193 0.04 0.01 -0.03 0.41
H -2.88321 0.91611 5.37258 -0.01 -0.02 0.04 0.35
H -1.60294 -0.30229 5.40761 -0.04 0.01 0.01 0.29
```
Positions in Å, forces in eV/Å.

For the total energy, the calculation gives -6287.744594 a.u. The charge is +1. Its spin multiplicity is 1. The calculation puts the LUMO energy at -2.24 eV. Its molar mass is 1139.19 g mol⁻¹.